[1]
The following is a quantum chemistry calculation of a 2-piece molecular cluster, BrClHNO2S overall in a non-equilibrium geometry, from OMol25.

## Properties
Energy ... -98996.838 eV
Net charge ... 0
Strongest force on any atom ... 0.060 hartree/bohr
Energy relative to the best compared isomer or geometry (same formula, charge and spin) ... 2.549 eV
Orbital gap (spin up / spin down) ... 8.055 / 8.647 eV
Multiplicity ... 1
HOMO energy (spin up / spin down) ... -9.25 / -10.19 eV

```
7
Properties=species:S:1:pos:R:3:forces:R:3
N 1.068 -0.585 -0.078 0.1097 -0.7432 0.8146
O 1.381 -0.691 1.270 1.0013 -1.6376 -2.4081
O -1.427 1.285 -1.579 0.0058 1.4921 0.0124
S -1.548 -0.122 -1.322 -0.2564 -1.7920 0.5108
Cl 1.803 0.747 -0.845 0.1147 0.2500 0.4345
Br -2.241 -0.612 0.796 0.1188 0.3322 -0.4777
H 0.965 -0.023 1.759 -1.0939 2.0986 1.1135
```
Forces are in eV/Å.

[2]
The following is a quantum chemistry calculation of a 2-piece molecular cluster, BrClO2S overall in a non-equilibrium geometry, from OMol25.

## Properties
Energy ... -97491.664 eV
Net charge ... 0
Strongest force on any atom ... 0.063 hartree/bohr
Energy relative to the best compared isomer or geometry (same formula, charge and spin) ... 0.000 eV
Orbital gap (spin up / spin down) ... 7.367 / 6.449 eV
Multiplicity ... 3
HOMO energy (spin up / spin down) ... -8.63 / -10.68 eV

```
5
Properties=species:S:1:pos:R:3:forces:R:3
O -1.999 0.828 0.634 2.1635 1.0642 0.2400
O -0.294 2.016 -0.677 0.3932 0.2715 -0.2468
S -0.700 1.513 0.591 -2.5351 -1.3670 -0.0060
Cl 1.320 -1.953 -1.349 -0.5272 0.6772 -3.1227
Br 1.673 -2.404 0.800 0.5055 -0.6459 3.1355
```
Forces are in eV/Å.

[3]
The following is a quantum chemistry calculation of BrCoH8O4 as an isolated structure in a non-equilibrium geometry, from OMol25.

## Properties
Energy ... -115977.359 eV
Net charge ... +1
Strongest force on any atom ... 0.048 hartree/bohr
Energy relative to the best compared isomer or geometry (same formula, charge and spin) ... 0.000 eV
Orbital gap (spin up / spin down) ... 5.899 / 3.978 eV
Multiplicity ... 4
HOMO energy (spin up / spin down) ... -14.26 / -14.25 eV

```
14
Properties=species:S:1:pos:R:3:forces:R:3
Co 0.087 -0.797 3.356 -0.3593 0.4458 -2.3363
Br -0.157 -0.364 0.880 0.2388 -0.6340 2.3841
O 1.705 -3.152 -0.777 0.0284 0.0136 0.1715
H 2.647 -3.356 -0.718 -0.1351 0.0226 -0.0836
H 1.597 -2.313 -0.318 0.1569 -0.0219 -0.0828
O 0.954 1.600 -2.108 0.0657 -0.2555 0.0617
H 1.182 0.846 -2.668 -0.0531 0.1607 0.0482
H 0.523 1.225 -1.333 0.0116 0.1375 -0.1926
O -3.775 -0.644 -0.147 0.2075 -0.1584 0.0771
H -3.582 -1.240 -0.882 -0.0888 0.1166 0.0665
H -2.960 -0.155 0.006 -0.1538 0.0549 -0.1589
O 0.289 2.995 1.454 0.0081 -0.2405 0.3767
H 1.076 3.307 1.921 -0.0955 0.0388 -0.2235
H 0.413 2.047 1.333 0.1686 0.3199 -0.1081
```
Forces are in eV/Å.

[4]
The following is a quantum chemistry calculation of a single BrF2NS molecule in a non-equilibrium geometry, from OMol25.

## Properties
Energy ... -87798.173 eV
Net charge ... 0
Strongest force on any atom ... 0.112 hartree/bohr
Energy relative to the best compared isomer or geometry (same formula, charge and spin) ... 2.269 eV
Orbital gap (spin up / spin down) ... 8.509 / 8.510 eV
Multiplicity ... 1
HOMO energy (spin up / spin down) ... -9.29 / -9.29 eV

```
5
Properties=species:S:1:pos:R:3:forces:R:3
N -0.876 1.040 -0.516 4.7490 -2.3495 2.2376
F 1.751 0.728 0.590 -1.3723 -1.2174 -0.5606
F 0.894 -1.394 -0.440 -0.3991 1.7123 0.6568
S 0.336 -0.120 0.458 -0.5596 3.1225 -2.3270
Br -2.105 -0.253 -0.091 -2.4179 -1.2680 -0.0068
```
Forces are in eV/Å.